Record 1
{
  "formula": "CH3F2N3",
  "method": "ωB97M-V/def2-TZVPD",
  "symbols": ["F", "F", "N", "N", "N", "C", "H", "H", "H"],
  "coordinates": [[0.1082, 2.3087, 0.2232], [-0.1181, 0.9698, 1.8612], [1.3605, -0.6817, 0.1588], [-0.6409, 1.1486, 0.5744], [-0.6977, -0.9257, -0.9237], [0.1915, -0.3757, -0.1304], [-1.5842, -0.3973, -1.1896], [-0.3586, -1.7055, -1.5934], [1.7392, -0.3411, 1.0196]],
  "forces_ev_per_a": [[-0.47, -1.26, -0.48], [-0.55, -0.02, 0.12], [-1.19, -0.47, -0.36], [1.89, -1.40, 0.01], [-1.95, -1.02, -3.01], [0.85, 2.65, 1.14], [2.04, -1.03, 0.56], [-0.88, 1.88, 1.77], [0.27, 0.66, 0.26]],
  "mulliken_charge": [-0.19, -0.20, -0.59, 0.00, -0.42, 0.56, 0.28, 0.28, 0.28]
}

=====

Record 2
{
  "formula": "C3H3N2",
  "method": "ωB97M-V/def2-TZVPD",
  "charge": 1,
  "smiles": "C[N+]#CC#N",
  "symbols": ["N", "N", "C", "C", "C", "H", "H", "H"],
  "coordinates": [[-0.0750, -1.3848, 0.3388], [-0.2326, -4.6050, 2.0975], [-0.2195, -3.7153, 1.3681], [-0.2659, -2.5706, 0.6601], [0.1611, -0.1181, 0.1599], [0.9859, 0.3350, 0.6447], [0.3560, -0.1646, -0.9067], [-0.8492, 0.5078, 0.0642]],
  "forces_ev_per_a": [[-2.52, -14.33, 4.98], [0.09, -0.27, 0.04], [-0.47, -1.07, 0.29], [2.14, 10.86, -2.73], [-2.68, 4.82, -3.78], [0.66, 0.21, 0.99], [0.79, 0.91, -0.80], [2.00, -1.13, 1.01]],
  "mulliken_charge": [0.02, -0.10, 0.00, 0.67, -0.64, 0.37, 0.34, 0.33]
}

=====

Record 3
{
  "formula": "C16H39FN6O4P3S",
  "method": "ωB97M-V/def2-TZVPD",
  "charge": 1,
  "symbols": ["S", "P", "P", "P", "F", "O", "O", "O", "O", "N", "N", "N", "N", "N", "N", "C", "C", "C", "C", "C", "C", "C", "C", "C", "C", "C", "C", "C", "C", "C", "C", "H", "H", "H", "H", "H", "H", "H", "H", "H", "H", "H", "H", "H", "H", "H", "H", "H", "H", "H", "H", "H", "H", "H", "H", "H", "H", "H", "H", "H", "H", "H", "H", "H", "H", "H", "H", "H", "H", "H"],
  "coordinates": [[-2.3098, 1.8641, -1.3107], [0.9791, 2.6465, -5.2283], [-2.0286, 1.2223, -3.1183], [1.3726, 2.1827, -3.0971], [-2.8226, -1.6948, -3.2477], [-0.5173, -3.8582, -5.6003], [2.2824, 3.0236, -5.7598], [-0.0682, 3.8960, -5.4253], [0.5150, 1.2801, -6.0084], [0.6175, -1.7995, -3.0559], [-1.0451, -3.5521, 2.1843], [1.3583, 0.4356, -3.0393], [-0.9663, -0.1791, -3.1219], [1.2765, 4.3784, 2.1297], [-1.5110, -1.4126, -3.1703], [-0.6190, -2.4000, -3.1453], [0.6777, 4.2670, 4.6159], [-1.2054, -4.2572, -4.7276], [-0.0261, 4.4079, 1.4894], [1.0391, -2.8889, 3.5149], [-0.9897, -3.8636, -3.2166], [-1.0812, 3.4051, 1.9663], [-0.4655, -5.9696, 2.3719], [-1.2878, -2.4384, 1.2864], [1.9900, 3.1160, 2.0547], [-0.4608, -3.1998, 3.4715], [-0.4720, -4.7096, 1.5184], [-0.0729, -1.7732, 0.6290], [0.3708, -0.4591, -3.0725], [2.1651, 2.5929, 0.6343], [1.3429, 4.9994, 3.4469], [-0.0976, -6.8127, 1.7851], [2.6662, 3.3301, 0.0026], [0.9322, 6.0111, 3.3847], [-1.8713, 3.3249, 1.2156], [-0.4512, 1.1746, -6.0362], [1.6299, -3.5915, 2.9251], [-1.0693, -4.9273, 0.6256], [-2.0232, -4.9806, -4.9682], [2.2852, 0.0162, -2.9673], [2.9906, 3.2576, 2.4721], [-1.4707, -6.2137, 2.7195], [0.9374, 3.2083, 4.6480], [0.1868, -5.8710, 3.2411], [1.2526, -1.8783, 3.1664], [0.6227, -2.4983, 0.2034], [1.0072, 4.7106, 5.5581], [0.1206, 4.2584, 0.4135], [-0.4395, 5.4172, 1.5638], [-1.8663, -1.6735, 1.8127], [-1.9535, -2.7914, 0.4880], [2.7757, 1.6875, 0.6457], [-1.0092, -2.3528, 3.8927], [-0.4086, -1.1262, -0.1910], [1.3956, -2.9491, 4.5450], [1.5065, 2.3336, 2.6584], [-0.4067, 4.1796, -4.5582], [1.2058, 2.3337, 0.1736], [0.4624, -1.1344, 1.3300], [-3.2894, 0.7473, -3.5792], [-1.5573, 3.7257, 2.8916], [0.5542, -4.5170, 1.1703], [-0.6701, 2.4049, 2.1159], [-0.1178, -4.4538, -2.8728], [0.3276, 2.7361, -2.2827], [-1.6371, 2.2621, -3.9878], [-1.8924, -4.0963, -2.6246], [2.3995, 5.1419, 3.6951], [-0.4074, 4.3626, 4.5876], [-0.6578, -4.0179, 4.1689]],
  "forces_ev_per_a": [[0.44, -0.20, -0.76], [0.93, 0.51, -1.59], [-1.94, 1.72, 2.89], [1.05, 0.61, 0.23], [-0.01, 1.07, 0.04], [0.74, 0.77, -0.53], [0.09, -0.22, 0.30], [-0.09, -1.76, 0.93], [-1.03, 1.21, 1.04], [-2.13, 0.01, -0.30], [-0.21, 0.22, -0.15], [-0.64, 0.62, 0.26], [-0.07, 0.58, -1.08], [0.07, 0.24, 0.01], [-0.48, -3.13, -0.20], [1.78, 1.19, 0.51], [-0.09, 0.12, 0.11], [-0.87, -0.82, 0.69], [-0.07, -0.10, -0.29], [0.03, 0.13, 0.07], [0.29, 0.39, -0.54], [-0.20, 0.03, -0.01], [0.02, 0.01, 0.09], [-0.17, -0.03, -0.13], [-0.09, -0.12, -0.08], [0.08, -0.20, 0.33], [0.14, -0.14, 0.10], [-0.01, 0.20, -0.13], [0.79, -1.36, 0.03], [-0.07, 0.00, -0.11], [0.20, 0.08, 0.18], [0.01, 0.04, 0.00], [-0.05, 0.03, 0.03], [-0.07, -0.07, -0.15], [0.00, 0.02, 0.03], [0.26, -0.07, -0.28], [-0.03, -0.01, 0.00], [-0.05, 0.22, 0.00], [0.22, 0.24, 0.55], [-0.31, 0.06, 0.01], [-0.11, 0.12, 0.12], [0.03, 0.07, 0.02], [0.00, 0.00, -0.02], [-0.03, -0.02, -0.03], [0.07, -0.05, -0.06], [0.03, -0.02, 0.07], [0.01, -0.01, -0.04], [0.08, -0.05, 0.03], [0.15, 0.02, 0.16], [0.08, -0.06, 0.11], [0.02, -0.14, 0.04], [0.00, 0.02, 0.04], [-0.08, 0.01, -0.21], [-0.05, 0.05, 0.04], [-0.02, -0.01, -0.02], [0.06, -0.10, 0.01], [-0.06, 0.27, -0.38], [0.00, 0.00, 0.03], [0.09, -0.06, -0.05], [0.98, -0.38, -0.62], [0.06, -0.10, 0.03], [0.05, -0.06, -0.06], [0.03, 0.01, 0.00], [-0.50, 0.31, 0.00], [-0.23, -0.89, -0.39], [0.37, -0.92, -0.47], [0.51, 0.20, -0.17], [0.02, -0.10, -0.13], [0.01, -0.10, -0.01], [-0.01, -0.06, -0.13]],
  "mulliken_charge": [-0.19, 0.87, 0.03, -0.06, -0.23, -0.37, -0.58, -0.50, -0.46, -0.51, 0.14, -0.15, 0.26, 0.10, 0.47, 0.27, -0.95, -0.06, -0.65, -0.85, -0.57, -0.74, -1.51, -1.00, -0.43, -0.71, -0.12, -0.11, 0.56, -1.17, -0.69, 0.44, 0.38, 0.36, 0.20, 0.33, 0.24, 0.29, 0.36, 0.32, 0.45, 0.35, 0.27, 0.32, 0.19, 0.29, 0.39, 0.25, 0.37, 0.35, 0.42, 0.49, 0.33, -0.15, 0.37, 0.22, 0.36, 0.03, 0.09, 0.15, 0.31, 0.24, 0.15, 0.29, -0.01, 0.08, 0.37, 0.41, 0.23, 0.41]
}

=====

Record 4
{
  "formula": "C25H33N5O",
  "method": "ωB97M-V/def2-TZVPD",
  "smiles": "[H]/N=C\\C[C@@](C#N)(CCCCn1cccc1)[C@@](C#N)(CCCCn1cccc1)C[C@@H]1CO1",
  "symbols": ["O", "N", "N", "N", "N", "N", "C", "C", "C", "C", "C", "C", "C", "C", "C", "C", "C", "C", "C", "C", "C", "C", "C", "C", "C", "C", "C", "C", "C", "C", "C", "H", "H", "H", "H", "H", "H", "H", "H", "H", "H", "H", "H", "H", "H", "H", "H", "H", "H", "H", "H", "H", "H", "H", "H", "H", "H", "H", "H", "H", "H", "H", "H", "H"],
  "coordinates": [[-3.0016, 0.0828, -2.3548], [0.5225, -3.7013, -0.4849], [1.4332, -0.6848, -0.0537], [-3.5455, 0.8341, 2.5930], [2.0242, 1.6414, 4.1843], [2.1555, 3.3581, -1.7637], [1.2297, -3.2825, -1.5832], [-0.3570, 0.0874, 1.6985], [2.4463, 3.0100, -3.0541], [-2.7090, 0.7730, 1.8085], [-0.0440, -3.4144, 1.9304], [-0.8374, -3.8783, -2.2646], [0.2236, -2.1901, 2.8512], [3.5773, 2.2296, -3.0102], [3.9834, 2.0938, -1.6628], [-1.3744, 1.9783, 0.1788], [-0.3200, 3.4598, -1.5629], [1.1493, 0.8618, 3.7014], [0.4339, -3.3661, -2.6864], [0.3063, 1.2371, 2.5000], [-0.8083, -1.0627, 2.6444], [-1.9959, -0.4713, -0.1686], [-3.8210, -1.0989, -1.8483], [-0.3815, 2.0168, -0.9909], [1.0273, 4.1432, -1.3047], [-0.7211, -4.0715, -0.9154], [-3.2290, -0.0246, -0.9944], [0.6538, -0.4335, 0.7516], [-1.5881, 0.6058, 0.8514], [3.0710, 2.8154, -0.9182], [1.0318, -3.7400, 0.8834], [2.2419, -2.9214, -1.5120], [1.0275, 5.1224, -1.7917], [-2.3462, 2.2903, -0.2167], [1.4447, -4.7384, 1.0488], [-0.6544, 1.3248, -1.7829], [-1.2444, -0.6169, -0.9416], [1.2562, -1.8431, 2.7948], [0.9552, 1.7886, 1.8147], [-1.0462, -0.6070, 3.6073], [-1.0159, -3.2873, 1.4602], [-1.4413, -4.4412, -0.2015], [-0.5193, 3.4456, -2.6344], [-1.7312, -1.5370, 2.3196], [4.8104, 1.5390, -1.2559], [-0.1429, -4.2885, 2.5758], [-0.4790, 1.9385, 2.7940], [0.0970, -2.5480, 3.8760], [-1.0960, 4.0626, -1.0836], [1.1498, 4.3470, -0.2403], [0.6120, 1.7920, -0.6055], [-3.2446, -1.9860, -2.0820], [0.6945, -3.0913, -3.6952], [-4.7158, -0.8863, -2.4181], [-2.3280, -1.3950, 0.2976], [-1.1002, 2.7522, 0.8968], [2.0739, 2.5033, 3.6362], [1.8671, -3.0440, 0.9368], [1.0159, -0.0770, 4.2315], [1.8511, 3.3203, -3.8942], [3.0402, 2.9334, 0.1525], [-3.9229, 0.6708, -0.5268], [-1.7034, -4.0790, -2.8706], [4.0758, 1.7617, -3.8451]],
  "forces_ev_per_a": [[0.11, -0.03, 0.13], [0.15, 0.33, -0.57], [0.12, -0.15, 0.28], [-0.07, 0.16, -0.09], [-0.11, -0.19, -0.03], [-0.42, 0.50, 0.43], [0.24, 0.07, 0.05], [-0.06, -0.47, 0.07], [0.42, -0.30, 0.27], [0.30, -0.22, 0.10], [0.51, 0.01, 0.42], [0.80, 0.26, 0.10], [-0.54, -0.42, 0.15], [0.31, -0.36, -0.31], [-0.62, 0.46, 0.27], [-0.16, -0.08, -0.78], [0.10, -0.41, 0.22], [0.30, 0.64, 0.08], [-0.68, -0.24, -0.30], [-0.06, -0.22, -0.40], [0.48, 0.02, 0.43], [-1.58, 0.97, -0.75], [1.27, 2.22, -1.83], [0.07, 0.88, 0.42], [-0.44, 0.24, -0.33], [-0.58, -0.20, 0.63], [-0.14, -1.49, 0.44], [-0.18, 0.56, -0.24], [0.25, -0.06, 0.28], [0.80, -0.65, -0.17], [-0.12, -0.26, -0.39], [-0.04, 0.00, 0.18], [0.08, -0.04, -0.05], [-0.02, -0.01, 0.10], [-0.05, 0.02, 0.15], [0.10, -0.19, 0.11], [0.34, -0.36, 0.38], [0.00, 0.03, -0.20], [-0.02, 0.09, 0.05], [-0.07, 0.04, -0.06], [0.05, 0.01, -0.13], [-0.03, -0.07, -0.15], [-0.03, 0.05, 0.00], [-0.06, 0.19, -0.18], [0.06, -0.03, -0.11], [-0.07, 0.00, -0.02], [-0.05, -0.16, 0.32], [0.05, 0.12, 0.02], [-0.03, 0.13, -0.20], [0.14, -0.20, 0.04], [0.06, -0.39, -0.29], [-0.27, -0.28, 0.48], [0.12, 0.03, 0.05], [-0.70, -0.81, 0.85], [0.61, -0.14, 0.24], [0.00, -0.14, 0.18], [0.09, 0.02, 0.02], [-0.07, 0.07, -0.03], [-0.19, -0.10, -0.15], [-0.10, 0.10, 0.06], [-0.22, 0.22, -0.02], [0.05, 0.16, -0.10], [-0.03, -0.04, -0.02], [-0.12, 0.13, -0.10]],
  "mulliken_charge": [-0.51, 0.36, -0.60, -0.72, -0.78, 0.33, -0.54, 3.26, -0.44, -0.63, -0.62, -0.72, -1.27, -0.58, -0.67, -1.94, -1.16, 0.02, -0.64, -0.91, -1.58, -1.59, -0.72, 0.89, -0.96, -0.45, 0.26, -1.28, 1.51, -0.18, -0.92, 0.40, 0.39, 0.60, 0.34, 0.35, 0.48, 0.69, 0.10, 0.53, 0.28, 0.47, 0.42, 0.69, 0.44, 0.46, 0.56, 0.45, 0.48, 0.35, -0.28, 0.12, 0.44, 0.38, 0.67, 0.44, 0.26, 0.53, 0.46, 0.36, 0.37, 0.52, 0.61, 0.41]
}

=====

Record 5
{
  "formula": "C15H22O5",
  "method": "ωB97M-V/def2-TZVPD",
  "smiles": "COCCCCCCCCC1=C(CC=O)C(=O)OC1=O",
  "symbols": ["O", "O", "O", "O", "O", "C", "C", "C", "C", "C", "C", "C", "C", "C", "C", "C", "C", "C", "C", "C", "H", "H", "H", "H", "H", "H", "H", "H", "H", "H", "H", "H", "H", "H", "H", "H", "H", "H", "H", "H", "H", "H"],
  "coordinates": [[-4.2086, -0.1422, 2.1779], [2.0195, -3.1458, 0.3312], [-5.2140, -0.5177, 0.2014], [-2.5814, -0.0611, 3.7388], [-4.2846, 1.2342, -2.0352], [-2.9082, -0.0409, 2.5911], [-3.1122, 0.9869, -2.0790], [-2.3482, 0.0941, -1.1148], [2.7873, -0.9214, -0.4158], [2.2804, 1.4660, -1.3474], [1.2594, 1.9663, 0.9986], [-2.0396, 0.0792, 1.3850], [1.2611, 2.2489, -0.5177], [-0.5664, 0.2627, 1.5368], [2.0521, -0.0528, -1.4439], [-2.8275, 0.0170, 0.3056], [-4.2258, -0.2226, 0.7829], [0.6101, -3.1716, 0.2234], [2.6727, -2.4331, -0.7096], [-0.1342, 1.7460, 1.6087], [2.3801, -0.3842, -2.4355], [0.1843, -3.1890, 1.2290], [2.1492, -2.6025, -1.6598], [-2.3440, -0.9140, -1.5476], [3.8428, -0.6396, -0.3881], [2.3800, -0.7881, 0.5880], [-1.3240, 0.4721, -1.0977], [1.7583, 2.7790, 1.5327], [1.8509, 1.0744, 1.2144], [0.2784, -4.0667, -0.3150], [2.2503, 1.8710, -2.3649], [0.2539, 2.0916, -0.9187], [-0.2815, -0.2364, 2.4660], [-0.0903, 2.0401, 2.6604], [-2.4793, 1.4249, -2.8759], [-0.0520, -0.2289, 0.7071], [3.2941, 1.6627, -0.9807], [0.9809, -0.2879, -1.3949], [1.4671, 3.3150, -0.6600], [3.6621, -2.8858, -0.8056], [0.2241, -2.2887, -0.2997], [-0.8771, 2.3888, 1.1288]],
  "forces_ev_per_a": [[-0.08, -0.12, -0.01], [-0.01, 0.07, -0.01], [0.09, 0.09, -0.08], [-0.10, 0.05, -0.24], [0.29, -0.03, 0.14], [0.07, 0.07, 0.18], [-0.33, 0.15, 0.02], [-0.24, 0.06, 0.27], [-0.18, -0.24, -0.11], [-0.14, -0.07, -0.17], [-0.05, -0.14, 0.07], [-0.06, 0.13, -0.01], [0.15, 0.14, 0.23], [-0.22, 0.06, -0.16], [0.17, -0.08, 0.03], [0.27, 0.12, 0.03], [0.00, -0.20, 0.06], [0.03, 0.02, 0.01], [0.01, -0.05, 0.01], [0.26, 0.05, 0.24], [-0.04, 0.02, 0.05], [0.05, -0.03, -0.06], [0.01, 0.01, 0.00], [0.09, 0.07, -0.12], [-0.05, 0.08, 0.05], [0.12, 0.10, 0.01], [0.07, -0.25, -0.07], [-0.04, 0.01, -0.12], [0.06, 0.06, 0.01], [0.00, 0.06, -0.03], [0.02, 0.01, 0.09], [0.04, -0.12, -0.07], [0.15, -0.04, -0.14], [-0.22, 0.00, -0.06], [0.03, -0.11, -0.06], [-0.02, 0.00, 0.03], [-0.06, -0.03, 0.04], [-0.01, 0.11, -0.06], [-0.12, -0.06, -0.05], [-0.07, 0.04, 0.05], [0.01, -0.02, 0.04], [0.06, 0.00, -0.04]],
  "mulliken_charge": [-0.33, -0.44, -0.49, -0.54, -0.43, -0.16, -0.22, 0.31, -0.27, -1.10, -0.68, -0.15, -0.41, 1.04, -0.11, 0.66, 0.22, -0.30, -0.88, -0.97, 0.57, 0.27, 0.38, 0.35, 0.52, 0.17, -0.36, 0.49, 0.27, 0.34, 0.37, 0.19, 0.53, 0.44, 0.35, -0.93, 0.35, -0.16, 0.40, 0.31, -0.08, 0.46]
}

=====

Record 6
{
  "formula": "C11H7Br2N3O2",
  "method": "ωB97M-V/def2-TZVPD",
  "smiles": "O=C(N/N=C/c1ccc(Br)o1)c1cncc(Br)c1",
  "symbols": ["Br", "Br", "O", "O", "N", "N", "N", "C", "C", "C", "C", "C", "C", "C", "C", "C", "C", "C", "H", "H", "H", "H", "H", "H", "H"],
  "coordinates": [[-0.0279, 6.1322, -3.8023], [-0.1184, -6.2236, 2.2046], [1.7431, -1.2113, 0.8087], [-0.1959, 3.8092, -2.3505], [-2.3684, -2.8025, 2.4968], [0.5181, 0.8804, -0.4567], [-0.1393, -0.1229, 0.1342], [1.8801, 3.1725, -1.8061], [0.5409, 2.8669, -1.7064], [1.9665, 4.3643, -2.5504], [-0.3557, -2.1603, 1.3854], [-1.6051, -1.8816, 1.9383], [0.5407, -1.1368, 0.7644], [-0.1385, 1.7827, -1.0711], [0.6743, 4.6959, -2.8487], [0.1150, -3.4689, 1.4740], [-0.6952, -4.4224, 2.0642], [-1.9422, -4.0474, 2.5535], [-1.1601, -0.1572, 0.0744], [2.8454, 4.9066, -2.8310], [1.0932, -3.7104, 1.0851], [-2.0105, -0.8785, 1.9647], [-2.6085, -4.7658, 3.0102], [2.6810, 2.5990, -1.3899], [-1.2325, 1.7799, -1.1455]],
  "forces_ev_per_a": [[0.02, -0.14, 0.09], [-0.09, 0.22, -0.01], [0.09, -0.11, -0.01], [-0.31, -0.04, 0.00], [-0.53, 0.17, 0.22], [0.63, 0.66, -0.36], [-1.07, -0.14, 0.07], [-0.92, -0.38, 0.18], [1.59, 0.27, -0.06], [-0.72, 0.36, -0.28], [-0.16, -0.29, 0.25], [0.40, 0.10, -0.26], [-0.01, 0.12, -0.02], [-0.69, -0.63, 0.35], [0.61, 0.30, -0.14], [-0.15, 0.02, 0.05], [0.12, 0.00, -0.09], [0.28, -0.33, -0.03], [0.44, -0.05, 0.01], [0.13, 0.14, -0.08], [0.06, -0.02, 0.00], [0.06, 0.15, -0.06], [0.03, -0.14, 0.02], [0.16, -0.17, 0.12], [0.03, -0.06, 0.04]],
  "mulliken_charge": [-0.12, -0.17, -0.56, -0.32, -0.59, -0.61, 0.20, -0.26, 0.28, -0.32, 0.59, -0.43, 0.17, -0.35, -0.09, -0.44, 0.08, -0.14, 0.33, 0.47, 0.50, 0.45, 0.40, 0.55, 0.36]
}

=====

Maximum force per entry: 0.0725, 0.2990, 0.0754, 0.0612, 0.0072, 0.0314 hartree/bohr
Total energy per entry: -403.7258, -225.2029, -2784.2954, -1321.3178, -960.9364, -5886.1099 Ha